Density functional theory data (ωB97M-V/def2-TZVPD) for C6H8 in the gas phase.

Properties
relative energy (zero: lowest compared OMol25 entry of this formula, charge and spin)	96.3	kcal per mole
LUMO level (spin up / spin down)	-1.03 / -1.03	eV
multiplicity	1
HOMO energy (spin up / spin down)	-0.2979 / -0.2979	hartree

Cartesian coordinates (Å):
C -0.755 1.164 -1.064
H 3.864 -0.430 1.372
C -0.769 -0.572 0.803
H -0.872 -1.652 1.005
H -2.036 -0.574 -0.936
C 3.081 -0.541 0.623
H -1.016 1.346 -2.111
H -0.339 -0.940 -1.272
C 0.595 -0.317 1.261
C -1.005 -0.293 -0.689
C 1.821 -0.374 0.957
H 0.302 1.420 -0.935
H -1.522 -0.085 1.434
H -1.350 1.848 -0.448



Density functional theory data (ωB97M-V/def2-TZVPD) for a molecular structure, C3H6N2O at a distorted geometry.

Properties
relative energy (zero: lowest compared OMol25 entry of this formula, charge and spin)	130.4	kcal per mole
LUMO level (spin up / spin down)	-0.68 / -0.68	eV
multiplicity	1
HOMO energy (spin up / spin down)	-0.3452 / -0.3450	hartree

Cartesian coordinates (Å):
C 1.104 -0.190 0.845
H -1.139 -1.467 -0.139
C -1.168 -0.301 -0.334
O 1.106 -0.857 -0.946
N 2.733 1.376 1.344
H -1.519 -0.085 -1.299
H 0.691 -1.068 1.316
H 0.426 1.154 -0.800
N 1.857 0.593 1.502
C 0.289 0.121 -0.389
H -1.968 0.157 0.267
H 3.170 1.387 0.463



Density functional theory data (ωB97M-V/def2-TZVPD) for 4 unconnected molecules or ions with the total composition C45H68ClN5O6S at a distorted geometry.

Properties
structure (SMILES)	C=CC(=O)OCCCCCCc1ccc2c(c1Cl)Sc1c(CCO)ccc(CCCCC)c1N2CCCCn1cccc1.CN(C)C=O.CN(C)C=O.CN(C)C=O
LUMO level	-0.56	eV
multiplicity	1
HOMO energy	-0.2690	hartree

Cartesian coordinates (Å):
O 10.380 1.789 0.148
H 8.913 2.386 -3.801
C 9.226 0.053 -2.723
C 10.334 0.679 -0.633
O -6.802 6.145 -0.227
C 5.834 2.799 -0.240
C -3.504 -0.741 1.323
C -6.985 6.629 0.881
C -3.246 -4.637 4.286
H -5.815 7.018 3.808
C -6.882 -10.313 8.399
O -1.119 -4.207 -0.637
H 0.543 -2.656 -3.006
C 1.716 3.759 -1.023
H -0.116 -0.027 -2.860
C -0.961 2.516 -2.567
H 11.486 -1.304 2.189
H -1.265 3.634 -2.767
C -4.612 6.955 1.326
H -4.383 5.904 1.128
H -4.706 -6.347 2.768
H -5.079 -8.608 9.144
C 0.458 0.476 -3.747
C 0.878 2.323 -0.842
H -8.000 6.758 1.292
N -3.182 -6.006 4.141
C -1.414 1.378 -0.359
H -0.073 0.079 -4.740
C -6.116 -9.704 6.105
H -6.706 -11.377 8.218
H -5.903 8.648 3.081
S 0.851 -0.670 -0.217
H -6.891 -10.434 5.856
N -0.599 2.393 -1.117
C -2.977 1.831 0.026
H 7.035 0.208 -3.596
H -1.866 1.762 -2.760
C 7.852 3.399 -2.036
C -5.078 -8.656 8.043
H -5.382 3.377 -1.784
H -7.921 -10.067 8.160
H 12.689 -0.637 0.676
H -5.067 1.107 1.127
H -0.249 2.406 -4.723
H -4.092 5.751 -4.536
H -3.126 5.585 -1.573
N 2.190 -1.405 -4.282
C -3.322 5.192 -3.830
H -7.374 7.652 3.220
O 10.249 0.895 -2.084
H -1.398 6.137 -2.782
C -4.193 3.469 -1.847
H 6.436 1.806 -0.098
C 2.144 -3.890 -4.593
H -3.440 -7.572 5.483
C -3.884 5.016 -2.300
C -1.929 6.117 -3.850
C -3.962 0.765 0.857
C 7.858 2.307 -3.258
C 0.198 2.125 -3.651
H -1.801 -7.420 4.785
C 2.038 0.070 -3.884
H -5.152 -10.041 5.711
C -2.115 -3.738 0.358
H -4.234 -1.487 1.895
C 11.614 -0.937 1.083
H -6.694 -10.092 9.453
C -3.652 -6.604 2.908
C 3.394 1.175 -0.195
H 4.054 -3.946 -6.328
O -3.675 -3.853 3.449
H 1.196 2.739 -3.569
C 1.751 1.004 -0.414
H -3.076 -6.196 2.072
H -2.864 -4.287 5.259
H 5.617 3.253 -2.485
C 1.432 -2.632 -3.787
H -0.311 -2.797 1.605
C 3.347 -3.341 -5.616
H -2.341 -6.288 6.051
H 7.161 0.589 -1.755
C 7.718 0.739 -2.774
C -1.466 -2.672 1.462
H 2.467 0.695 -4.806
H 6.010 4.814 -1.503
N -6.008 -9.540 7.540
H -2.861 4.120 0.022
O -4.312 -7.974 7.375
H -4.470 7.526 0.404
H -3.850 2.649 -2.608
H -3.946 7.337 2.103
H -4.891 5.654 -2.231
H -1.530 -4.019 -1.535
H -6.362 -8.737 5.654
H 8.573 3.155 -1.147
H 1.111 4.727 -1.352
H 9.555 -0.054 -3.866
H -2.061 -2.888 2.473
H 8.248 4.423 -2.505
H -1.120 5.655 -4.594
H 9.600 -1.564 -0.007
C 3.332 3.928 -0.810
H 3.953 -0.980 -5.884
H -2.126 7.235 -4.133
H -2.963 -3.156 -0.245
C 4.201 2.588 -0.399
C 3.249 -1.723 -5.316
H 6.067 3.535 0.672
C -6.296 7.629 3.038
C -0.943 -0.112 0.132
C -2.659 -6.868 5.181
H -3.539 -7.691 2.938
H 9.150 -1.040 -2.312
C -3.636 3.290 -0.318
Cl 4.440 -0.304 0.317
H -2.996 4.135 -4.253
C -1.929 -1.167 0.958
H 2.689 0.248 -2.929
H -2.667 -4.647 0.879
N -5.997 7.065 1.738
H 3.848 4.966 -0.971
H 7.028 2.596 -4.062
H -4.572 3.426 0.406
C 10.439 -0.760 0.145
H 1.881 -5.041 -4.481
C 6.296 3.661 -1.593



Quick rundown of E, same order as above: -233.23347 -302.48533 -3337.84804 Eh